(P)
This record from the OMol25 dataset describes a structure of composition C10H14Si. The level of theory is the ωB97M-V functional and the def2-TZVPD basis.

Properties
Kohn-Sham gap   0.3147 Eh
Charge   0

Positions of all 25 atoms, in Å:
C: 1.14715 -1.73925 2.89199
C: 0.22036 -1.40564 2.20233
C: 1.28257 2.01055 2.16136
C: 1.70730 -0.05269 -2.59997
C: -1.71608 0.90725 -2.09048
C: 1.31401 1.91913 0.84168
C: 1.53496 -0.34534 -1.31890
C: -1.13303 1.36825 -0.99254
C: -1.43504 -2.02550 0.46527
C: -0.81640 -0.96528 1.34497
Si: 0.39747 0.62586 -0.17731
H: 1.93556 -2.04743 3.51156
H: 1.80754 2.78621 2.69843
H: 0.73540 1.30149 2.75971
H: 2.37152 -0.61716 -3.23858
H: 1.18755 0.76759 -3.06986
H: -2.63279 1.32303 -2.48320
H: -1.29342 0.09019 -2.65423
H: 1.89173 2.65171 0.28184
H: 2.08008 -1.17971 -0.89598
H: -1.61151 2.18677 -0.46547
H: -2.08223 -1.56830 -0.27993
H: -2.03162 -2.72172 1.06003
H: -0.66381 -2.59835 -0.04666
H: -1.54372 -0.32652 1.83930

---

(Q)
This record from the OMol25 dataset describes an isolated molecule of C10H14Si. The level of theory is the ωB97M-V functional and the def2-TZVPD basis.

Properties
Kohn-Sham gap   0.3458 Eh
Charge   0
SMILES string   C=C(c1ccccc1)[SiH](C)C

Positions of all 25 atoms, in Å:
C: -0.89085 3.50939 0.37368
C: 0.27544 3.31340 1.10770
C: -1.61925 2.45930 -0.18315
C: 0.66194 1.98684 1.32953
C: -1.19248 1.19621 0.01509
C: -0.03160 0.97814 0.71422
C: 1.56134 -0.78861 1.49191
C: 0.60880 -0.41275 0.59339
C: 1.24718 -3.19828 -0.70170
C: -1.42666 -1.86546 -1.44283
Si: 0.37372 -1.50940 -0.97088
H: -1.12673 4.59869 0.34360
H: 0.68426 4.20505 1.54614
H: -2.51524 2.73182 -0.72079
H: 1.56495 1.74083 1.89639
H: -1.60951 0.30612 -0.49949
H: 1.99755 -1.79955 1.32762
H: 1.78851 -0.29387 2.37488
H: 1.47376 -3.69413 -1.67429
H: 2.25048 -3.10991 -0.25458
H: 0.51076 -3.70011 -0.12442
H: -2.05870 -1.58249 -0.61446
H: -1.79304 -1.24083 -2.20661
H: -1.50668 -3.00279 -1.56629
H: 0.77207 -0.82762 -2.15463

---

Ranking the structures above by energy, (Q) is first and the second is 340.7 kJ/mol behind.